The following is a quantum chemistry calculation of a single C4H7N3O2 molecule at a distorted geometry, from OMol25.

Energy ... -471.3181 a.u.
Energy above the lowest of the compared OMol25 structures with the same formula, charge and spin ... 2.312 eV
Largest force on an atom ... 0.093 hartree/bohr

```
! wB97M-V def2-TZVPD RIJCOSX def2/J DEFGRID3
* xyz 0 1
C -1.64171 -1.26500 -0.11298
N -0.75093 -0.13964 -0.18403
N 0.05163 2.00538 -0.10622
C -1.04662 1.28723 0.27925
C 1.06723 1.08048 0.15767
C 0.62344 -0.19522 -0.12152
N 1.39763 -1.33988 -0.17559
O 2.36062 1.50614 0.05811
O -2.13971 1.65934 0.61375
H 2.92502 0.96430 0.62164
H 0.05089 2.84608 -0.66684
H 1.69180 -1.70158 0.72375
H 1.07292 -2.06633 -0.80089
H -1.46445 -1.87163 0.78170
H -2.65570 -0.86915 -0.06868
H -1.54203 -1.90052 -0.99911
*
```



The following is a quantum chemistry calculation of a gas-phase ion, C4H7N3O2 (charge +2) at a distorted geometry, from OMol25.

Energy ... -470.4872 a.u.
Energy above the lowest of the compared OMol25 structures with the same formula, charge and spin ... 4.888 eV
Largest force on an atom ... 0.076 hartree/bohr

```
! wB97M-V def2-TZVPD RIJCOSX def2/J DEFGRID3
* xyz 2 1
C 1.62540 -0.69396 -0.15791
C 0.02836 0.70446 0.92791
C -2.60695 0.05721 -1.58768
C -1.08920 0.08899 -1.13517
N 1.36642 0.26367 0.73982
N 0.84049 -1.15351 -1.08451
N -0.37699 1.05428 2.06778
O -3.47098 -0.56882 -1.14602
O -0.53815 -1.07541 -1.24556
H 2.69643 -1.07834 -0.15479
H -2.60718 0.55300 -2.67810
H -0.55939 0.98316 -1.50062
H 2.14653 0.58942 1.35300
H 1.08701 -2.02169 -1.68250
H -1.31980 1.35197 2.23723
H 0.11197 1.32226 2.85108
*
```



The following is a quantum chemistry calculation of a single C4H7N3O2S molecule at a distorted geometry, from OMol25.

Energy ... -869.4662 a.u.
Energy above the lowest of the compared OMol25 structures with the same formula, charge and spin ... 2.266 eV
Largest force on an atom ... 0.082 hartree/bohr

```
! wB97M-V def2-TZVPD RIJCOSX def2/J DEFGRID3
* xyz 0 1
C -0.65986 -0.61569 -1.61247
C 1.24917 -1.02616 0.42764
C -0.21616 -0.25263 -0.23227
C -0.88540 0.01693 1.99775
N -0.20504 -0.05111 -2.64892
N 1.02072 1.54206 -1.06442
N -1.19034 0.00946 0.55577
O 2.28004 -0.40368 0.33091
O 0.88471 -2.07236 0.88432
S 0.88908 1.12884 -2.70105
H -1.38077 -1.43918 -1.79789
H -1.59896 0.45573 2.60525
H -0.69427 -1.04981 2.28889
H 0.17012 0.36168 1.94487
H 0.77738 2.46676 -0.69021
H 1.81247 1.10801 -0.58087
H -2.25289 -0.17885 0.29270
*
```



The following is a quantum chemistry calculation of a single C4H7N3O5 molecule at a distorted geometry, from OMol25.

Energy ... -696.8539 a.u.
Energy above the lowest of the compared OMol25 structures with the same formula, charge and spin ... 4.904 eV
Largest force on an atom ... 0.098 hartree/bohr

```
! wB97M-V def2-TZVPD RIJCOSX def2/J DEFGRID3
* xyz 0 1
C -1.84719 -0.86247 -0.03517
C -0.44094 -1.08585 0.58446
C 2.80064 0.50588 0.22527
C 1.94698 -0.69149 0.04311
N -2.36720 0.43471 -0.02160
N -1.73480 1.41831 0.56027
N 0.55167 -0.41635 -0.02884
O -2.09921 2.57135 0.60853
O -2.48764 -1.72588 -0.55063
O -0.29681 -1.94029 1.42106
O -3.52940 0.63309 -0.83984
O 0.14713 0.37309 -1.33117
H 2.95089 1.19360 -0.67718
H 2.65399 1.20889 1.10778
H 3.81176 0.13859 0.62112
H 1.96073 -1.41647 0.97587
H 2.16678 -1.47001 -0.74327
H -3.99439 -0.14196 -0.79768
H -0.19298 1.27324 -1.12209
*
```



The following is a quantum chemistry calculation of a single C4H7N3OS molecule at a distorted geometry, from OMol25.

Energy ... -794.3302 a.u.
Energy above the lowest of the compared OMol25 structures with the same formula, charge and spin ... 0.000 eV
Largest force on an atom ... 0.023 hartree/bohr

```
! wB97M-V def2-TZVPD RIJCOSX def2/J DEFGRID3
* xyz 0 1
C 0.07111 1.37944 0.65445
C -0.19367 -0.76660 -0.27135
C -1.96168 0.14100 1.18214
C 1.78441 -1.27157 -1.65037
N -0.27882 2.36758 1.33781
N -0.68328 0.25570 0.52203
N 1.02099 -0.42057 -0.77788
O -0.75987 -1.81316 -0.48224
S 1.57386 1.12289 -0.31076
H -2.65136 0.89030 0.79303
H -2.33780 -0.86114 0.98250
H -1.83686 0.30046 2.25274
H 1.96889 -0.77177 -2.60275
H 2.73799 -1.53503 -1.18931
H 1.19503 -2.17256 -1.81549
H 0.35103 3.15503 1.37544
*
```



The following is a quantum chemistry calculation of 2 unconnected molecules or ions with the total composition C4H7N3S at a distorted geometry, from OMol25.

Energy ... -718.9264 a.u.
Energy above the lowest of the compared OMol25 structures with the same formula, charge and spin ... 4.794 eV
Largest force on an atom ... 0.086 hartree/bohr

```
! wB97M-V def2-TZVPD RIJCOSX def2/J DEFGRID3
* xyz 0 1
C -2.34949 0.38497 1.38806
C -0.32284 -0.16632 0.78198
C -1.23085 -0.45397 -0.28925
C 2.04063 -0.23797 1.07088
N -2.50358 -0.06260 0.11551
N -1.08772 0.25078 1.81824
N -0.89176 -1.01728 -1.52460
S 2.64116 -0.31028 -0.49210
H -3.03683 0.57224 2.08368
H 2.30474 0.69997 1.63783
H 2.01794 -1.21385 1.56316
H -0.66307 0.48269 2.73163
H -1.55974 -1.16705 -2.27916
H 0.02287 -1.42782 -1.72661
H 1.87992 0.69031 -1.07363
*
```



The following is a quantum chemistry calculation of a single C4H7N3S molecule at a distorted geometry, from OMol25.

Energy ... -718.9413 a.u.
Energy above the lowest of the compared OMol25 structures with the same formula, charge and spin ... 4.390 eV
Largest force on an atom ... 0.036 hartree/bohr

```
! wB97M-V def2-TZVPD RIJCOSX def2/J DEFGRID3
* xyz 0 1
C 0.93600 0.23359 -1.70182
C -0.30762 -0.14908 0.38506
C 0.13367 -1.54108 0.36258
C 0.47816 -2.70568 0.49721
H 1.79482 0.93674 -1.60060
H 1.25903 -0.78365 -1.48231
H 0.58807 0.44983 -2.72537
H 0.09955 2.31497 0.07880
H -1.36615 2.15553 -0.49538
H -1.96553 0.38810 3.38675
H 0.92574 -3.68151 0.61370
N -0.11595 0.55797 -0.78096
N -0.38157 1.93873 -0.70841
N -0.87979 0.42791 1.39739
S -1.19845 -0.54237 2.77336
*
```



The following is a quantum chemistry calculation of 2 unconnected molecules or ions with the total composition C4H7N3S at a distorted geometry, from OMol25.

Energy ... -718.9212 a.u.
Energy above the lowest of the compared OMol25 structures with the same formula, charge and spin ... 4.935 eV
Largest force on an atom ... 0.084 hartree/bohr

```
! wB97M-V def2-TZVPD RIJCOSX def2/J DEFGRID3
* xyz 0 1
C 2.03198 1.13516 -0.60832
C 1.08884 0.17450 -1.02068
C 0.62204 -0.38612 0.13324
C -2.61399 -0.80205 -0.17783
N 2.05247 1.27977 0.71275
N 1.14898 0.38213 1.19452
N -0.18495 -1.41189 0.62811
S -2.57639 0.84064 -0.43248
H 2.63242 1.75368 -1.29785
H -3.60152 -0.96234 0.32018
H 0.92854 -0.17887 -1.98159
H 1.31601 0.01029 2.09336
H -0.69268 -1.16325 1.46231
H -0.85483 -1.67532 -0.20953
H -1.29691 1.00366 -0.81619
*
```



The following is a quantum chemistry calculation of a single C4H7N3S molecule at a distorted geometry, from OMol25.

Energy ... -718.8948 a.u.
Energy above the lowest of the compared OMol25 structures with the same formula, charge and spin ... 5.655 eV
Largest force on an atom ... 0.096 hartree/bohr

```
! wB97M-V def2-TZVPD RIJCOSX def2/J DEFGRID3
* xyz 0 1
C -0.08548 0.39983 1.73879
C -0.22071 -1.01752 1.52590
C -0.25221 -1.74437 0.36760
C 0.39773 -1.44661 -2.12003
H 0.19336 2.90598 -0.56482
H -0.52607 0.61264 2.73319
H -0.37178 -1.55346 2.45051
H -0.48236 -2.89753 0.09620
H 0.68251 0.07218 -0.44902
H 1.00520 -0.54391 -2.67126
H 0.01698 -3.75415 -2.43400
N 0.07248 1.12566 0.70358
N 0.18714 -1.04391 -0.77298
N 0.32046 -2.64547 -2.82894
S -0.22590 2.87227 0.75338
*
```



The following is a quantum chemistry calculation of a single C4H7N3S molecule at a distorted geometry, from OMol25.

Energy ... -718.9944 a.u.
Energy above the lowest of the compared OMol25 structures with the same formula, charge and spin ... 2.945 eV
Largest force on an atom ... 0.050 hartree/bohr

```
! wB97M-V def2-TZVPD RIJCOSX def2/J DEFGRID3
* xyz 0 1
C 1.97894 0.69793 -0.22080
C -0.39185 0.54073 0.00007
C -1.39620 -0.51112 -0.35086
C -2.67317 -0.26175 -0.20923
H 1.86098 -1.72987 -0.20355
H 1.40248 -1.47887 1.36209
H 1.86446 1.76828 -0.62316
H 0.06301 2.31055 0.61703
H -1.09916 -1.48176 -0.74489
H -3.42548 -1.00332 -0.41059
H -2.93521 0.73158 0.09936
N 1.02821 -1.42238 0.42615
N 0.91174 -0.02820 0.11522
N -0.71712 1.74788 0.30558
S 3.52836 0.12032 -0.16243
*
```